(1)
The following is a DFT calculation (ωB97M-V/def2-TZVPD) of the ion C5H15N2 with charge +1.

The charge is +1. The SMILES is CCC[NH2+]CCN. As for the lowest unoccupied orbital energy: -0.10586 hartree.

Positions of all 22 atoms, in Å:
N1 1.497 0.908 1.776
C1 2.062 1.201 0.445
C2 0.943 1.462 -0.538
N2 -0.259 0.572 -0.263
C3 -0.419 -0.548 -1.271
C4 -1.053 -1.758 -0.573
C5 -2.314 -1.501 0.240
H1 0.022 0.135 0.633
H2 1.339 1.798 2.225
H3 2.173 0.396 2.313
H4 2.734 0.398 0.145
H5 2.642 2.130 0.412
H6 1.305 1.320 -1.552
H7 0.515 2.456 -0.395
H8 -1.133 1.051 -0.046
H9 -0.992 -0.085 -2.072
H10 0.539 -0.908 -1.628
H11 -1.391 -2.504 -1.299
H12 -0.263 -2.241 0.000
H13 -2.596 -2.336 0.879
H14 -2.223 -0.710 0.999
H15 -3.128 -1.236 -0.431

***

(2)
The following is a DFT calculation (ωB97M-V/def2-TZVPD) of a structure of composition C4H10NO2.

The charge is -1. As for the lowest unoccupied orbital energy: 0.11543 hartree.

Positions of all 17 atoms, in Å:
C1 0.675 -0.130 -0.781
C2 -0.453 -0.170 0.249
C3 -1.269 0.962 0.245
O1 0.579 3.006 0.078
N1 1.016 -1.337 -1.783
C4 -0.078 -1.898 -1.423
O2 0.547 -1.620 2.133
H1 0.600 0.793 -1.355
H2 1.597 -0.140 -0.207
H3 -0.384 -0.859 1.141
H4 -0.202 0.947 0.857
H5 0.840 3.929 0.127
H6 -1.098 1.776 -0.466
H7 -2.071 1.193 0.931
H8 -0.164 -2.819 -0.812
H9 -1.073 -1.617 -1.848
H10 0.938 -2.016 2.914

***

Energy relative to the best compared isomer or geometry (same formula, charge and spin) values (in kcal/mol) by entry order: 13.2 240.1.